(1)
Entry from the Open Molecules 2025 dataset: a structure of composition ArH18HeO9 (ωB97M-V/def2-TZVPD).

Properties
E_LUMO: 0.20 eV
Relative energy (zero: lowest compared OMol25 entry of this formula, charge and spin): 0.00 kJ/mol
E_HOMO: -10.618 eV
Strongest force on any atom: 1.0 eV Å⁻¹

Positions of all 29 atoms, in Å:
He (5.685, -13.513, 11.975)
Ar (6.228, -14.692, 15.610)
O (3.634, -15.001, 11.248)
H (3.186, -15.714, 10.794)
H (3.767, -14.333, 10.576)
O (6.029, -10.643, 11.647)
H (6.637, -11.382, 11.640)
H (5.530, -10.750, 12.457)
O (5.344, -16.590, 12.741)
H (4.698, -16.059, 12.274)
H (6.084, -15.999, 12.882)
O (5.424, -14.791, 7.762)
H (4.649, -14.788, 7.200)
H (5.194, -14.214, 8.490)
O (8.264, -14.562, 12.629)
H (8.203, -14.163, 13.497)
H (9.204, -14.649, 12.471)
O (4.971, -12.601, 9.615)
H (5.907, -12.749, 9.749)
H (4.812, -11.727, 9.971)
O (7.944, -12.532, 10.773)
H (8.011, -13.191, 11.464)
H (8.400, -12.921, 10.026)
O (2.309, -13.060, 13.505)
H (2.007, -12.153, 13.469)
H (2.298, -13.354, 12.594)
O (4.576, -11.309, 13.996)
H (3.916, -10.709, 14.344)
H (4.120, -12.147, 13.916)

---

(2)
Entry from the Open Molecules 2025 dataset: a structure of composition As2F12H20O10 in a non-equilibrium geometry (ωB97M-V/def2-TZVPD).

Properties
E_LUMO: 3.42 eV
E_HOMO: -6.984 eV
Total charge: -2
Strongest force on any atom: 2.8 eV Å⁻¹

Positions of all 44 atoms, in Å:
As (1.659, -12.317, -17.820)
F (0.187, -13.023, -17.045)
F (2.692, -13.672, -17.206)
F (3.152, -11.669, -18.595)
F (0.677, -10.981, -18.521)
F (2.094, -11.367, -16.441)
F (1.298, -13.415, -19.195)
As (3.996, -5.734, -21.982)
F (4.416, -6.722, -20.536)
F (3.536, -7.214, -22.907)
F (3.619, -4.853, -23.564)
F (4.522, -4.272, -21.034)
F (5.698, -6.042, -22.508)
F (2.243, -5.447, -21.403)
O (-4.609, -12.785, -19.006)
H (-3.880, -12.464, -18.476)
H (-5.358, -12.257, -18.730)
O (7.248, -12.777, -20.977)
H (6.309, -12.643, -21.105)
H (7.652, -12.409, -21.763)
O (-2.092, -16.309, -14.670)
H (-3.038, -16.437, -14.746)
H (-1.951, -15.397, -14.924)
O (1.604, -7.279, -15.261)
H (1.553, -8.231, -15.349)
H (0.852, -6.952, -15.756)
O (4.580, -16.346, -13.973)
H (4.094, -16.267, -14.794)
H (5.356, -16.857, -14.202)
O (0.802, -10.413, -24.321)
H (1.599, -9.887, -24.373)
H (0.525, -10.340, -23.407)
O (-2.083, -17.974, -19.638)
H (-1.952, -17.311, -18.960)
H (-1.993, -18.809, -19.179)
O (-3.150, -7.133, -16.059)
H (-3.359, -6.210, -16.206)
H (-3.015, -7.491, -16.936)
O (-2.566, -14.136, -22.749)
H (-1.851, -13.503, -22.816)
H (-2.648, -14.306, -21.811)
O (6.519, -9.597, -16.911)
H (6.917, -9.415, -17.762)
H (5.671, -9.987, -17.121)

---

(3)
Entry from the Open Molecules 2025 dataset: a structure of composition AsCsF6 in a non-equilibrium geometry (ωB97M-V/def2-TZVPD).

Properties
E_LUMO: -1.41 eV
Relative energy (zero: lowest compared OMol25 entry of this formula, charge and spin): 61.51 kJ/mol
E_HOMO: -11.732 eV
Strongest force on any atom: 1.2 eV Å⁻¹

Positions of all 8 atoms, in Å:
Cs (0.590, 4.039, 0.293)
As (-0.092, -0.605, -0.047)
F (0.252, -0.711, -1.740)
F (-0.503, -2.292, 0.080)
F (-0.391, -0.349, 1.644)
F (0.320, 1.129, -0.118)
F (-1.751, -0.207, -0.406)
F (1.575, -1.004, 0.294)

---

no.,total energy (Eh)
1,-1218.36968
2,-6434.67635
3,-2855.25438